1.
The following is a DFT calculation (ωB97M-V/def2-TZVPD) of C17H28N5RbS2 as an isolated structure at a distorted geometry.

- Orbital gap: 6.83 eV

ORCA input file:
```
! wB97M-V def2-TZVPD RIJCOSX def2/J DEFGRID3
* xyz 0 1
H -0.94 -4.32 1.18
H 1.92 -2.91 1.20
C 0.17 -2.38 2.36
C 1.64 -2.21 1.99
C 3.71 -0.93 -0.19
H -2.16 -3.44 0.30
C 1.16 3.94 0.84
H 1.05 -2.11 -3.78
C 1.09 -1.64 -2.78
H 3.46 0.51 1.39
H 0.73 -3.49 -0.62
H -0.08 -1.61 3.10
H 4.77 -1.19 -0.20
C 3.48 0.17 -1.23
H 2.26 -2.47 2.86
C 0.94 4.86 1.87
C 1.70 -0.25 -2.92
C 1.56 6.11 1.87
Rb -0.11 0.25 0.01
S -1.20 1.37 2.61
H 1.74 -2.26 -2.17
N 1.89 -0.84 1.53
H -1.57 -1.73 1.53
H 0.98 0.40 -3.42
H 2.19 3.59 -1.02
H 2.57 -0.33 -3.59
H 1.38 6.81 2.68
H 3.28 5.80 -1.03
N -0.24 -1.59 -2.17
H 1.84 1.34 -1.63
N 2.08 0.36 -1.64
C 2.63 5.53 -0.22
C -0.24 2.67 2.06
C -0.33 -3.71 -0.79
C -1.09 -3.46 0.52
H -0.84 -1.06 -2.79
H -1.92 -2.79 -1.91
H -0.39 -4.78 -1.02
H 0.04 -3.36 2.84
C -0.84 -2.93 -2.01
H 4.10 -0.02 -2.11
C 3.30 -0.56 1.24
C 2.01 4.29 -0.21
H 3.16 -1.83 -0.49
H 1.55 -0.21 2.25
S -0.14 4.15 3.02
H -0.68 -3.53 -2.91
H 3.83 1.12 -0.81
H 3.96 -1.08 1.95
C 2.40 6.44 0.82
H 2.89 7.41 0.80
N 0.49 2.73 0.96
N -0.74 -2.22 1.22
*
```

=====

2.
The following is a DFT calculation (ωB97M-V/def2-TZVPD) of C42H54AsFeNO2Si3 as an isolated structure.

- Orbital gap (alpha / beta): 8.46 / 8.39 eV

ORCA input file:
```
! wB97M-V def2-TZVPD RIJCOSX def2/J DEFGRID3
* xyz 0 5
H -2.47 2.74 2.93
H 0.43 2.05 5.88
H 3.02 -2.83 -2.44
H 0.20 -6.32 2.65
C -1.82 0.92 -2.89
H -0.80 -2.45 -5.21
Fe -0.39 -0.10 0.16
H -2.90 -1.08 1.16
C -0.34 5.84 -0.11
H -1.42 -3.31 2.90
H 2.65 -1.11 6.07
H -2.26 6.33 -2.85
H 2.33 2.66 3.75
H -1.15 -3.00 4.63
C -1.80 -5.91 2.02
Si 1.84 -0.98 3.75
C -1.51 3.02 2.49
H 0.70 -6.22 -3.85
H -0.02 1.82 -6.17
H -2.01 0.35 -6.23
H 2.00 -3.47 -0.36
C -0.65 -3.99 0.34
C -1.64 0.74 -5.28
H 0.02 -4.74 -5.71
C -1.63 5.82 -2.12
C -2.29 0.42 -4.10
H 0.05 6.36 0.75
H 0.94 -0.68 6.08
H 4.25 -0.79 3.18
C 1.57 2.98 3.03
C -0.15 -3.48 -2.05
H -3.08 0.81 4.92
H -1.31 2.09 5.63
H -2.32 0.67 -1.97
C 0.30 -4.76 -2.34
H -1.74 3.96 -3.16
H 0.85 -3.31 3.67
As -0.03 -0.03 2.66
C -1.13 6.51 -1.04
C -1.33 4.48 -2.30
H -2.78 -3.25 4.02
C 1.87 0.75 -1.73
H -1.93 -0.15 5.86
C -0.49 -3.11 -4.41
C -0.43 -5.73 2.01
H -4.21 -1.22 2.33
C 3.33 -0.30 2.84
O -0.79 1.65 -0.44
H -3.51 0.37 1.98
H 0.59 -5.43 -1.53
H 1.40 -2.24 0.76
C 0.14 -4.78 1.17
C -2.69 -0.19 5.08
C 1.89 -0.51 5.57
C -0.12 -2.93 -0.61
C 1.91 -1.51 -1.17
H -3.68 -5.26 1.20
H 3.74 -0.98 -3.96
Si -0.10 2.22 3.42
H 2.16 0.54 5.70
C -1.81 -2.80 3.79
H -1.43 4.11 2.57
H 2.47 -3.28 4.37
C -0.20 2.29 -1.51
H 1.50 4.07 3.08
H 3.44 0.77 2.99
H 1.94 2.71 2.03
H 1.86 2.85 -2.07
H 3.23 -0.47 1.76
C 1.83 -2.85 3.59
H 1.22 -4.66 1.18
H -3.51 -0.81 5.45
C -0.53 3.79 -1.39
N 1.52 -0.25 -0.91
C -0.36 2.47 5.27
H 2.95 1.33 -3.48
H -2.25 -6.65 2.67
C 2.73 -1.80 -2.25
H 2.26 -3.16 2.63
C -2.03 -4.18 0.37
C -2.61 -5.13 1.20
H 0.53 3.98 0.46
H 0.79 2.72 -4.04
C 3.12 -0.78 -3.09
C 2.68 0.51 -2.83
C 1.37 -2.58 -0.27
H -3.16 -0.22 -4.11
C -0.53 1.56 -5.25
H -1.36 7.56 -0.90
H -0.36 3.55 5.43
C 0.36 -5.21 -3.65
H -2.65 -3.56 -0.27
H -0.90 -1.66 -2.87
C -0.07 2.06 -4.04
C -0.03 -4.38 -4.69
C -0.70 1.74 -2.85
C -3.28 -0.69 2.11
C 1.36 2.13 -1.42
H 1.63 2.37 -0.39
C -0.54 -2.66 -3.10
H -1.50 2.76 1.44
Si -2.05 -0.97 3.49
O -0.91 -1.79 -0.49
C -0.06 4.50 -0.29
*
```

=====

3.
The following is a DFT calculation (ωB97M-V/def2-TZVPD) of C42H71BaN3O20 as an isolated structure at a distorted geometry.

- Orbital gap: 1.22 eV

ORCA input file:
```
! wB97M-V def2-TZVPD RIJCOSX def2/J DEFGRID3
* xyz 0 1
H 5.03 2.73 -7.41
H 1.51 3.58 -8.14
O 3.67 -0.48 6.63
C -2.96 5.37 7.15
H -2.65 3.86 4.21
C -6.63 -4.48 0.72
H 4.81 -1.63 5.45
C 4.22 3.16 -8.00
O 3.37 -8.02 -4.66
H -1.61 -0.71 -0.25
H 1.88 6.43 -7.13
C -2.98 4.03 5.23
N -6.77 -7.26 4.03
O 5.50 2.94 0.24
O -6.04 -6.98 4.99
C -5.90 -4.27 1.90
N -4.05 4.47 9.28
H 1.97 0.68 6.01
H 1.33 6.83 -4.87
C 4.28 -1.77 6.39
O 3.30 3.89 -7.16
H 0.53 -0.53 -4.50
H -8.77 2.36 1.63
C -7.31 2.08 -0.65
H -7.95 -5.67 -0.34
H 0.39 5.61 -7.54
H -0.71 -0.40 1.23
H -4.58 4.47 -2.33
H 0.02 -5.38 -2.54
C 0.68 5.96 -4.94
H 2.44 4.46 2.63
C -9.22 2.73 0.71
C 3.01 -1.57 -5.20
H 6.10 -1.26 7.28
O 1.26 4.94 -5.74
H 4.64 3.94 2.60
O -3.66 5.42 9.95
H 4.77 -1.15 -6.39
H 5.05 -2.30 -5.02
H 7.00 -0.47 -5.36
C 2.59 -0.18 5.77
H 6.75 0.76 -4.04
H -9.72 3.62 1.10
O 3.68 4.95 1.02
C 1.37 5.47 -7.07
H -9.87 1.97 0.27
C -0.73 -5.96 -5.81
H 4.86 -3.75 9.82
H 1.79 -6.87 -3.07
C 2.16 4.41 -7.88
C 2.16 -4.35 1.83
H 2.24 -4.14 0.77
H 2.39 4.84 -8.85
C 0.90 -0.40 -5.51
H -1.39 -5.81 -6.65
H 5.24 5.64 2.30
H 6.91 4.05 1.37
H 1.16 -3.95 2.01
H 3.56 -2.58 6.27
H -7.85 1.49 -1.39
H -1.73 -4.78 -4.35
H 6.58 1.63 1.55
H -2.08 5.97 5.28
H -2.05 0.67 0.69
H 2.62 6.22 2.25
H -5.16 -3.49 1.95
O -6.44 3.56 -2.49
H 2.64 -2.35 -5.86
O -8.20 3.04 -0.18
H 5.67 -3.08 7.26
C -6.15 2.77 -1.28
H -7.96 -7.50 1.59
O 5.03 -0.26 -4.56
H -4.75 2.51 7.65
H 5.76 0.88 0.28
H 3.51 -3.49 8.73
O 2.33 -0.29 -5.48
H 3.75 2.40 -8.63
H -2.76 6.33 7.62
O 2.77 -6.61 1.29
Ba 3.47 3.06 -3.33
C 5.91 4.10 0.92
C -0.02 -5.79 -3.54
H 4.78 3.89 -8.59
H -6.47 -3.86 -0.15
C 2.26 -5.88 2.10
H 1.58 5.23 1.32
C 4.20 -2.99 9.41
O -0.49 2.02 -0.90
H -4.70 3.24 -3.62
H 0.18 5.77 -3.99
C 5.66 1.71 0.99
C -3.72 3.05 5.88
H 6.04 4.75 0.06
C -0.18 0.91 -0.43
O 0.93 0.37 -0.61
C -2.54 5.17 5.83
C 5.38 -2.05 7.47
H 0.63 -1.19 -6.21
C -6.78 -6.33 2.86
C -1.19 0.08 0.38
H 0.40 -7.52 -6.91
O -4.61 3.52 9.80
H 1.83 -0.96 5.79
H 3.61 -2.66 10.26
O 1.92 -6.36 3.22
C 0.26 -6.93 -6.01
H 2.81 -3.70 2.43
C -4.14 3.27 7.18
O -7.41 -8.28 3.93
C -5.23 4.02 -3.08
C -6.02 -5.14 2.96
H -7.02 1.46 0.20
O 2.22 -8.98 -6.19
C -3.68 4.39 7.86
N 2.32 -8.13 -5.29
H -5.49 -4.90 3.87
H -4.09 2.15 5.41
C 2.53 5.21 1.84
C -7.42 -5.64 0.60
H 6.88 -0.90 -3.70
C 6.47 -0.22 -4.44
H 4.78 1.38 1.54
H -5.29 2.09 -1.31
H 2.68 -1.94 -4.23
C 4.84 4.72 1.87
H -0.18 6.36 -5.47
C 1.15 -7.28 -5.00
H 3.03 -0.03 4.78
H -5.88 3.48 -0.50
C 4.54 -1.39 -5.36
C 0.99 -6.70 -3.78
O 4.94 -1.94 8.82
C -7.41 -6.57 1.63
C -0.91 -5.46 -4.56
H 0.57 0.58 -5.85
H -5.48 4.76 -3.85
*
```

=====

4.
The following is a DFT calculation (ωB97M-V/def2-TZVPD) of C21H56B2F8FeO21S7 as an isolated structure at a distorted geometry.

- Orbital gap (alpha / beta): 10.51 / 9.00 eV

ORCA input file:
```
! wB97M-V def2-TZVPD RIJCOSX def2/J DEFGRID3
* xyz 0 5
H 3.99 2.05 -5.41
O 2.34 0.11 -4.01
C -1.32 1.70 4.72
H -1.80 6.02 -3.82
H -3.14 -1.86 -2.19
O 0.62 2.13 -1.91
H -4.54 -1.13 -3.04
H -4.25 2.32 1.28
H 0.23 2.16 3.18
S 1.16 -0.99 -3.60
C 2.09 -4.72 1.71
H -2.23 1.11 4.82
F -0.63 -2.44 1.75
H 2.21 -2.79 0.87
H -3.88 -3.83 2.67
H 5.72 -4.16 4.37
Fe 0.21 0.45 -0.62
O -2.14 0.81 -4.01
F -1.81 -2.25 -0.18
H 0.68 6.50 -3.07
H 2.81 4.10 -1.46
S -2.70 0.46 -2.74
F 0.24 -1.47 -0.20
H 2.74 -0.74 -5.99
C 1.15 -7.60 2.91
O -0.73 2.23 0.33
S 2.80 -0.32 4.47
H -3.04 -2.38 1.97
C -0.81 1.86 3.28
C 5.60 -3.23 3.82
H -1.52 2.62 5.27
H 3.48 -3.13 4.27
F 2.32 0.36 -0.80
H -2.39 3.55 -3.32
H 3.45 2.97 -2.66
H 0.50 -0.80 4.58
O 0.87 2.77 -4.31
H -3.46 0.09 1.90
C 3.15 -0.07 -5.23
S 1.02 3.08 -2.91
H 2.55 1.74 -6.34
C 4.35 -2.47 4.35
H -0.77 6.66 -5.04
O 3.97 -1.25 3.68
H -5.87 1.87 1.66
H -4.72 0.06 0.69
H -4.65 2.12 2.99
H 1.03 -4.83 1.91
O 3.39 -6.39 3.59
C -4.00 -2.82 2.27
H 1.47 -2.37 4.59
H 4.10 -0.51 -4.92
H -5.37 2.67 -3.19
C 2.32 -3.80 0.49
O -4.08 1.27 -2.43
H -0.85 0.87 2.82
H 0.01 4.86 0.57
H -4.62 -2.82 1.37
O 2.55 -5.99 1.23
O -5.93 -2.57 4.00
O 0.12 4.53 -2.64
H 2.83 4.59 -3.16
O -1.94 0.51 -1.49
H 0.74 -8.20 2.09
H -0.13 0.07 -5.30
O 0.40 -0.41 -2.49
O 3.51 -8.18 1.80
F 3.58 0.56 0.97
F 1.28 0.48 1.13
O -3.86 -1.27 4.48
C -4.52 0.29 1.74
H 1.36 -1.55 3.11
H 1.15 5.38 -4.28
C -4.84 1.75 1.98
H 3.92 1.04 -6.87
H 6.53 -2.65 3.88
C -0.20 4.51 1.58
C 2.70 3.74 -2.48
H -0.80 -1.51 -5.02
H 1.22 -8.20 3.82
H 3.35 -3.85 0.13
O -1.74 2.71 2.61
H 1.61 -3.99 -0.31
H 0.68 -6.65 3.15
H -3.87 4.40 -3.28
H -4.08 2.08 -4.36
O -2.58 3.96 0.59
S 2.85 -7.07 2.44
H -1.32 4.99 -5.07
C -0.93 5.78 -4.42
O 3.08 -0.24 5.90
S -1.41 3.24 1.10
S -4.78 -1.77 3.50
O -5.38 -0.59 2.48
F 2.34 2.28 0.26
O 1.81 -2.32 -3.44
H 5.57 -3.55 2.78
C 3.44 1.26 -5.92
B -0.88 -1.68 0.59
H 4.58 -2.28 5.39
H -2.99 -1.62 -3.85
H -0.66 1.15 5.38
H 2.69 -4.37 2.56
C 0.14 -0.97 -5.12
H 0.53 -1.50 -5.98
C 1.34 -1.37 4.18
H -0.76 5.23 2.18
F -1.15 -0.39 0.88
C -4.34 2.33 -3.33
B 2.41 0.94 0.43
C -3.39 3.51 -2.88
C -3.45 -1.17 -2.97
H 0.62 4.17 2.21
C 0.35 5.59 -3.58
O 2.65 0.90 3.74
H -3.31 3.55 -1.80
*
```

=====

Number 1: DFT total energy -47860.8289 eV. Number 2: DFT total energy -168880.4623 eV. Number 3: DFT total energy -90796.5116 eV. Number 4: DFT total energy -199017.0742 eV.